Version w
ORCA calculation (the ωB97M-V functional and the def2-TZVPD basis) on one molecule with the formula C4H4N2.

Summary:
- LUMO level (eV) = 0.74
- HOMO energy (eV) = -10.41
- orbital gap (eV) = 11.2

The geometry in ORCA input format:
```
! wB97M-V def2-TZVPD RIJCOSX def2/J DEFGRID3
* xyz 0 1
C 2.21 -0.32 0.25
C 1.04 -0.02 0.22
C -0.40 0.29 0.30
N -1.30 -0.85 0.16
C -0.76 1.32 -0.70
N -1.05 2.11 -1.49
H 3.24 -0.58 0.27
H -0.59 0.73 1.29
H -1.56 -1.00 -0.81
H -0.84 -1.69 0.49
*
```

Atom charges from the Mulliken analysis, given in e for atoms 1 to 8: 0.16 -0.71 0.32 -0.59 0.11 -0.39 0.41 0.15



Version x
ORCA calculation (the ωB97M-V functional and the def2-TZVPD basis) on one molecule with the formula C4H4N2.

Summary:
- LUMO level (spin up / spin down) (eV) = -1.45 / -1.67
- HOMO energy (spin up / spin down) (eV) = -8.27 / -8.09
- orbital gap (spin up / spin down) (eV) = 6.8 / 6.4

The geometry in ORCA input format:
```
! wB97M-V def2-TZVPD RIJCOSX def2/J DEFGRID3
* xyz 0 1
C -0.85 -0.22 0.77
C -3.09 -0.35 -0.37
C 0.09 0.17 -0.12
C 1.52 0.29 -0.10
N -1.88 -0.20 -0.16
N -0.74 0.35 -1.16
H -0.79 -0.92 1.54
H 1.84 1.30 -0.08
H 1.94 -0.17 -1.06
H 1.96 -0.25 0.74
*
```

Atom charges from the Mulliken analysis, given in e for atoms 1 to 8: -0.72 0.02 0.80 -1.00 0.36 -0.61 0.29 0.28



Version y
ORCA calculation (the ωB97M-V functional and the def2-TZVPD basis) on one molecule with the formula C4H4N2.

Summary:
- LUMO level (eV) = 0.49
- HOMO energy (eV) = -12.17
- orbital gap (eV) = 12.7

The geometry in ORCA input format:
```
! wB97M-V def2-TZVPD RIJCOSX def2/J DEFGRID3
* xyz 0 1
C -0.16 0.70 -0.83
C 0.27 -0.09 0.42
C -0.66 0.02 1.56
N -1.34 0.24 2.47
C 0.54 -1.44 -0.11
N 0.84 -2.29 -0.84
H 0.69 0.63 -1.52
H -0.41 1.74 -0.60
H -1.00 0.20 -1.31
H 1.23 0.29 0.78
*
```

Atom charges from the Mulliken analysis, given in e for atoms 1 to 8: -1.23 0.59 0.04 -0.37 0.13 -0.40 0.36 0.36



Most stable structure, least stable structure: version y, version x.



Version w
ORCA calculation (the ωB97M-V functional and the def2-TZVPD basis) on one molecule with the formula C4H4N2.

Summary:
- LUMO level (eV) = -0.59
- HOMO energy (eV) = -10.44
- orbital gap (eV) = 9.8

The geometry in ORCA input format:
```
! wB97M-V def2-TZVPD RIJCOSX def2/J DEFGRID3
* xyz 0 1
C -1.26 0.50 -0.83
C -0.19 0.25 -0.03
C 0.81 0.74 0.89
N 1.57 -0.02 1.45
N 1.53 -1.33 0.51
C 0.51 -1.15 -0.22
H -1.91 1.52 -1.00
H -1.95 -0.32 -1.22
H 0.61 1.81 1.14
H 0.29 -1.99 -0.70
*
```

Atom charges from the Mulliken analysis, given in e for atoms 1 to 8: -0.61 0.60 -0.27 -0.35 -0.40 -0.27 0.23 0.23



Version x
ORCA calculation (the ωB97M-V functional and the def2-TZVPD basis) on C4H4N2 as an isolated structure.

Summary:
- LUMO level (eV) = 0.45
- HOMO energy (eV) = -8.78
- orbital gap (eV) = 9.2

The geometry in ORCA input format:
```
! wB97M-V def2-TZVPD RIJCOSX def2/J DEFGRID3
* xyz 0 1
C -1.13 0.10 0.30
C 0.01 0.95 -0.14
N 1.04 1.18 -1.18
N 1.60 0.05 -1.14
C 0.58 -0.68 -0.37
C -0.22 -0.74 0.89
H -2.21 0.23 0.31
H 0.34 1.61 0.67
H 0.17 -1.37 -1.13
H -0.17 -1.33 1.80
*
```

Atom charges from the Mulliken analysis, given in e for atoms 1 to 8: -0.38 0.03 -0.29 -0.29 0.04 -0.38 0.36 0.28



Most stable structure, least stable structure: version w, version x.



Version w
ORCA calculation (the ωB97M-V functional and the def2-TZVPD basis) on one molecule with the formula C4H4N2.

Summary:
- LUMO level (eV) = 0.73
- HOMO energy (eV) = -9.31
- orbital gap (eV) = 10.0

The geometry in ORCA input format:
```
! wB97M-V def2-TZVPD RIJCOSX def2/J DEFGRID3
* xyz 0 1
C 0.76 -0.65 -0.90
C -0.37 -1.12 -0.34
N -1.14 -0.57 0.47
C -0.84 0.66 0.75
C 0.41 1.21 0.38
N 1.15 0.47 -0.40
H 1.25 -1.12 -1.61
H -0.64 -2.15 -0.43
H -1.40 1.16 1.46
H 0.96 2.20 0.73
*
```

Atom charges from the Mulliken analysis, given in e for atoms 1 to 8: -0.28 -0.01 -0.51 -0.25 -0.02 -0.51 0.52 0.36



Version x
ORCA calculation (the ωB97M-V functional and the def2-TZVPD basis) on one molecule with the formula C4H4N2.

Summary:
- LUMO level (eV) = -0.18
- HOMO energy (eV) = -7.21
- orbital gap (eV) = 7.0

The geometry in ORCA input format:
```
! wB97M-V def2-TZVPD RIJCOSX def2/J DEFGRID3
* xyz 0 1
N 0.56 -0.91 0.75
C 0.20 0.02 -0.36
C -0.81 0.94 -0.06
C -1.68 1.74 0.24
C 0.75 -0.32 -1.59
N 1.26 -0.64 -2.59
H 1.56 -1.14 0.70
H 0.38 -0.46 1.65
H 0.04 -1.80 0.75
H -2.42 2.45 0.51
*
```

Atom charges from the Mulliken analysis, given in e for atoms 1 to 8: -0.36 -0.59 -0.44 0.29 0.13 -0.50 0.37 0.37



Version y
ORCA calculation (the ωB97M-V functional and the def2-TZVPD basis) on one molecule with the formula C4H4N2.

Summary:
- LUMO level (eV) = 0.15
- HOMO energy (eV) = -9.61
- orbital gap (eV) = 9.8

The geometry in ORCA input format:
```
! wB97M-V def2-TZVPD RIJCOSX def2/J DEFGRID3
* xyz 0 1
C 0.63 0.81 -0.23
C -0.66 0.80 0.20
C -1.26 -0.48 -0.03
N -0.62 -1.62 -0.14
N 0.68 -1.58 0.20
C 1.28 -0.43 0.05
H 1.11 1.67 -0.68
H -1.18 1.66 0.61
H -2.26 -0.47 -0.43
H 2.28 -0.36 0.45
*
```

Atom charges from the Mulliken analysis, given in e for atoms 1 to 8: -0.28 -0.27 -0.10 -0.37 -0.37 -0.10 0.36 0.36



Most stable structure, least stable structure: version w, version x.



Version w
ORCA calculation (the ωB97M-V functional and the def2-TZVPD basis) on one molecule with the formula C5H6S3.

Summary:
- LUMO level (eV) = -0.73
- HOMO energy (eV) = -8.97
- orbital gap (eV) = 8.2

The geometry in ORCA input format:
```
! wB97M-V def2-TZVPD RIJCOSX def2/J DEFGRID3
* xyz 0 1
C 2.17 1.22 1.67
C 1.55 0.14 1.15
C 0.66 -0.07 -0.06
S 1.33 -1.34 -1.28
C 0.26 1.35 -0.98
S -1.50 1.36 -0.67
C -0.85 -0.11 0.26
S -1.79 -1.19 1.02
H 2.74 1.18 2.64
H 2.38 2.10 1.23
H 1.56 -0.91 1.65
H 0.67 -2.24 -0.38
H 0.83 2.23 -0.57
H 0.42 1.11 -1.98
*
```

Atom charges from the Mulliken analysis, given in e for atoms 1 to 8: -0.79 -0.02 0.09 -0.15 -0.58 -0.11 0.21 -0.22



Version x
ORCA calculation (the ωB97M-V functional and the def2-TZVPD basis) on one molecule with the formula C5H6S3.

Summary:
- LUMO level (eV) = -0.63
- HOMO energy (eV) = -8.10
- orbital gap (eV) = 7.5

The geometry in ORCA input format:
```
! wB97M-V def2-TZVPD RIJCOSX def2/J DEFGRID3
* xyz 0 1
C -1.01 -0.65 -1.70
C -0.20 0.34 -0.88
S 0.26 1.91 -1.59
S 0.68 2.92 0.19
C 0.74 1.44 1.17
S 1.50 1.59 2.62
C 0.19 0.22 0.45
C 0.23 -1.03 1.21
H -0.34 -1.60 -1.61
H -1.01 -0.25 -2.86
H -2.06 -0.81 -1.38
H -0.29 -0.98 2.15
H 1.32 -1.26 1.62
H -0.02 -1.85 0.60
*
```

Atom charges from the Mulliken analysis, given in e for atoms 1 to 8: -0.93 0.49 -0.13 -0.05 0.11 -0.27 0.25 -1.30



Most stable structure, least stable structure: version x, version w.



Version w
ORCA calculation (the ωB97M-V functional and the def2-TZVPD basis) on a 2-piece molecular cluster, C6H18N3 overall.

Summary:
- LUMO level (eV) = -3.37
- HOMO energy (eV) = -14.12
- orbital gap (eV) = 10.7

The geometry in ORCA input format:
```
! wB97M-V def2-TZVPD RIJCOSX def2/J DEFGRID3
* xyz 1 1
C -0.46 0.85 -2.00
C 0.07 2.15 -2.44
C 0.52 -0.32 -2.16
H -1.35 0.60 -2.56
H -0.72 0.88 -0.92
H -0.48 3.05 -2.26
H 1.12 2.38 -2.10
H 1.33 -0.07 -1.43
H 0.56 -0.63 -3.18
H 0.38 2.16 -3.48
H 0.00 -1.26 -1.78
C -1.25 -1.06 0.83
C -0.85 -2.54 1.06
C 0.58 0.30 1.96
N -0.73 -0.07 1.80
N 1.53 -0.52 2.34
N 0.83 1.64 1.62
H -1.11 -0.83 -0.23
H -2.30 -1.11 1.23
H -0.41 -2.78 2.06
H 0.18 -2.86 0.75
H -1.35 0.73 2.01
H 1.36 -1.51 2.36
H 2.45 -0.19 2.57
H -0.03 2.12 1.43
H 1.70 2.10 1.93
H -1.57 -3.23 0.59
*
```

Atom charges from the Mulliken analysis, given in e for atoms 1 to 8: 0.27 -1.44 -0.99 0.32 -0.06 0.38 0.31 0.24



Version x
ORCA calculation (the ωB97M-V functional and the def2-TZVPD basis) on a 2-piece molecular cluster, C6H18N3 overall.

Summary:
- LUMO level (eV) = -4.62
- HOMO energy (eV) = -13.28
- orbital gap (eV) = 8.7

The geometry in ORCA input format:
```
! wB97M-V def2-TZVPD RIJCOSX def2/J DEFGRID3
* xyz 1 1
C -0.22 -2.46 -0.61
C 0.95 1.30 2.76
C 2.02 -0.90 1.77
C 0.17 0.84 -1.72
C -0.88 -1.07 -0.60
C 0.81 0.04 1.73
N -2.49 1.92 -2.56
N 0.72 0.41 0.38
N -0.03 0.08 -0.52
H -0.75 -3.11 -1.35
H 0.83 -2.38 -0.72
H -0.31 -2.87 0.37
H 1.55 2.05 2.18
H -0.01 1.80 2.91
H 1.42 0.98 3.70
H 1.89 -1.62 2.57
H 2.91 -0.16 1.77
H 2.13 -1.47 0.95
H 0.68 1.73 -1.49
H 0.60 0.23 -2.52
H -0.74 1.22 -2.12
H -1.68 -1.06 0.16
H -1.35 -1.02 -1.68
H -0.02 -0.59 2.10
H -2.78 2.48 -3.33
H -3.09 1.03 -2.29
H -2.34 2.61 -1.83
*
```

Atom charges from the Mulliken analysis, given in e for atoms 1 to 8: -1.11 -1.31 -1.41 -0.75 -0.48 0.38 -0.79 -0.63



Most stable structure, least stable structure: version w, version x.



Version w
ORCA calculation (the ωB97M-V functional and the def2-TZVPD basis) on C6H9N2 as an isolated structure.

Summary:
- LUMO level (eV) = -7.76
- HOMO energy (eV) = -14.89
- orbital gap (eV) = 7.1

The geometry in ORCA input format:
```
! wB97M-V def2-TZVPD RIJCOSX def2/J DEFGRID3
* xyz 1 1
C 0.14 1.58 -2.32
C -0.16 0.30 -0.66
C -0.52 1.71 -1.06
C 0.47 -1.83 0.30
C -0.10 0.17 1.80
C -0.36 -0.61 0.46
N 0.50 -0.24 -1.72
N 0.77 0.62 -2.79
H -0.25 2.61 -0.43
H -1.54 1.83 -0.98
H 1.42 -1.70 0.87
H 0.99 -1.62 -0.74
H 0.11 -2.84 0.54
H 0.74 0.81 1.64
H 0.12 -0.55 2.58
H -0.92 0.73 2.02
H -1.41 -0.98 0.49
*
```

Atom charges from the Mulliken analysis, given in e for atoms 1 to 8: 0.49 -0.16 -0.31 -1.21 -1.67 0.89 0.02 -0.48



Version x
ORCA calculation (the ωB97M-V functional and the def2-TZVPD basis) on an isolated ion of composition C6H9N2 and charge +1.

Summary:
- LUMO level (eV) = -5.06
- HOMO energy (eV) = -13.33
- orbital gap (eV) = 8.3

The geometry in ORCA input format:
```
! wB97M-V def2-TZVPD RIJCOSX def2/J DEFGRID3
* xyz 1 1
C 0.07 0.64 -3.37
C 0.04 0.48 -2.11
N 0.02 0.37 -0.91
C 0.15 -0.84 -0.28
C 0.34 -2.06 -0.84
C -0.12 -0.68 1.16
N -0.13 0.58 1.43
C -0.21 1.14 2.76
H 0.92 0.95 -3.98
H -0.85 0.72 -4.02
H 0.67 -2.17 -1.80
H 0.37 -2.94 -0.28
H -0.11 -1.44 1.94
H -0.27 1.42 0.80
H 0.42 2.01 3.11
H -0.10 0.35 3.60
H -1.22 1.45 2.80
*
```

Atom charges from the Mulliken analysis, given in e for atoms 1 to 8: -1.20 0.92 -0.34 0.73 -1.04 -0.10 -0.08 -0.78



Most stable structure, least stable structure: version x, version w.